47
Properties=species:S:1:pos:R:3 method="wB97M-V/def2-TZVPD" spin_multiplicity=6 homo_lumo_gap_ev="4.48 / 6.27" charge=-2
Co 0.559 0.234 0.897
O -1.313 0.961 1.124
N -1.936 0.631 2.243
C -2.707 1.584 2.809
C -3.455 1.324 3.924
C -3.389 0.034 4.470
C -2.580 -0.912 3.896
C -1.798 -0.633 2.753
S -0.724 -1.705 2.007
H -2.664 2.528 2.289
H -4.061 2.107 4.354
H -3.971 -0.218 5.348
H -2.499 -1.909 4.303
C 4.084 -3.336 -1.356
C 3.889 -2.339 -2.303
C 2.822 -1.460 -2.217
C 1.913 -1.562 -1.153
C 2.120 -2.565 -0.193
C 3.187 -3.436 -0.295
N 0.826 -0.709 -1.002
N 0.561 -0.047 -2.135
C -0.594 0.733 -2.106
C -0.471 2.085 -2.449
C -1.582 2.899 -2.519
C -2.848 2.378 -2.263
C -2.981 1.037 -1.947
C -1.874 0.201 -1.866
H 4.932 -4.007 -1.426
H 4.594 -2.226 -3.120
H 2.689 -0.659 -2.930
H 1.437 -2.635 0.640
H 3.327 -4.195 0.466
H 0.533 2.463 -2.590
H -1.461 3.950 -2.754
H -3.726 3.012 -2.313
H -3.966 0.624 -1.766
F 3.288 2.201 -1.414
Te 3.399 1.582 0.586
F 2.663 2.620 2.006
F 1.208 1.940 0.122
F 4.538 3.153 0.516
F 4.781 1.033 1.933
O 2.080 0.038 1.629
I -3.861 -2.210 -1.964
C -1.951 -1.263 -1.557
H -1.246 -1.821 -2.167
H -1.775 -1.503 -0.513

=====

22
Properties=species:S:1:pos:R:3 method="wB97M-V/def2-TZVPD" spin_multiplicity=1 relative_energy_kj_mol=77.9 smiles="CCCCNC(N)=[NH2+]" homo_lumo_gap_ev=10.85 charge=+1
C -2.094 0.877 -1.774
C -1.321 -0.206 -0.992
C -1.342 0.090 0.514
C -0.408 -0.807 1.324
N 0.904 -0.180 1.627
C 1.892 -0.101 0.687
N 2.863 -0.967 0.785
N 1.909 0.781 -0.299
H -1.489 1.408 -2.507
H -2.555 1.622 -1.128
H -2.889 0.429 -2.360
H -0.346 -0.309 -1.470
H -1.705 -1.211 -1.198
H -1.008 1.124 0.609
H -2.381 0.026 0.806
H -0.169 -1.697 0.735
H -0.802 -1.141 2.275
H 0.731 0.711 2.077
H 2.756 -1.669 1.505
H 3.586 -1.106 0.098
H 1.118 1.363 -0.489
H 2.748 0.962 -0.824

=====

61
Properties=species:S:1:pos:R:3 method="wB97M-V/def2-TZVPD" spin_multiplicity=1 relative_energy_kj_mol=2434.8 homo_lumo_gap_ev=7.72
C 0.523 0.793 -1.802
C 0.330 0.902 -3.270
O 1.148 -0.135 -3.936
C 2.525 0.200 -4.161
O 2.795 0.513 -5.587
C 2.651 1.846 -6.074
C 1.402 1.918 -6.844
H 1.338 0.903 -7.650
H 0.483 1.324 -6.202
H 1.052 2.731 -7.174
H 2.753 2.362 -5.168
H 3.495 1.873 -6.779
C 3.171 -1.033 -3.887
N 2.907 -1.709 -2.510
C 3.164 -1.292 -1.422
O 4.247 -0.304 -1.251
C 2.431 -1.638 -0.218
C 1.976 -2.969 -0.248
C 1.206 -3.649 0.986
C 1.232 -2.709 2.058
C 1.675 -1.556 1.977
C 2.619 -0.994 0.952
H 2.980 -0.100 1.036
H 1.796 -0.815 2.975
C 0.247 -3.504 3.181
N -0.825 -2.312 3.515
C -0.937 -1.332 4.449
O -0.016 -1.710 5.540
C -1.806 -0.336 4.407
C -2.597 -0.013 5.632
C -3.560 0.759 5.562
C -3.955 1.477 4.259
C -3.118 1.218 3.234
C -2.243 0.315 3.180
H -1.599 0.056 2.330
O -3.289 1.805 2.157
C -2.728 1.561 0.856
H -2.787 2.545 0.241
H -1.504 1.854 1.099
H -2.535 0.623 0.513
O -4.861 2.630 4.557
C -5.049 3.339 3.371
H -4.476 3.932 2.902
H -6.160 3.966 3.681
H -5.650 2.515 2.469
H -4.284 1.193 6.500
H -2.455 -0.478 6.562
H -1.578 -2.023 2.759
H -0.115 -4.360 3.060
H 1.048 -3.228 4.051
H 0.786 -4.586 0.877
H 2.021 -3.759 -1.074
H 1.818 -2.226 -2.508
H 3.234 -1.672 -4.550
H 4.377 -0.701 -3.529
H 3.019 1.091 -3.347
H 0.643 1.909 -3.741
H -0.523 0.740 -3.777
H 1.564 0.831 -1.449
H -0.053 1.685 -1.181
H 0.044 -0.266 -1.587

=====

16
Properties=species:S:1:pos:R:3 method="wB97M-V/def2-TZVPD" spin_multiplicity=1 relative_energy_kj_mol=249.2 smiles="NC=O.CCN" homo_lumo_gap_ev=10.60
N -1.072 1.584 -1.623
C -1.861 1.992 -0.628
O -3.043 1.606 -0.271
H -0.737 0.685 -1.297
H -1.178 1.790 -2.655
H -1.530 3.026 -0.134
C 1.152 -2.161 0.930
C 1.342 -0.663 0.384
N 0.057 -0.057 0.281
H 0.774 -2.169 1.932
H 2.076 -2.660 0.892
H 0.446 -2.775 0.334
H 1.872 -0.785 -0.635
H 2.009 -0.122 1.159
H 0.249 0.958 0.288
H -0.555 -0.248 1.042

=====

15
Properties=species:S:1:pos:R:3 method="wB97M-V/def2-TZVPD" spin_multiplicity=1 relative_energy_kj_mol=225.2 smiles="CCNC(C)=O" homo_lumo_gap_ev=9.75
C 2.236 -0.112 -0.360
C 1.214 -0.893 0.423
N -0.445 -0.555 -0.087
C -0.748 0.672 0.249
C -2.536 0.704 -0.199
O -0.199 1.694 0.540
H 3.248 -0.491 -0.163
H 2.236 0.947 -0.089
H 2.064 -0.195 -1.437
H 1.257 -0.709 1.497
H 1.265 -1.965 0.235
H -1.048 -1.317 0.187
H -2.642 1.643 -0.738
H -3.038 0.700 0.767
H -2.865 -0.122 -0.826

=====

11
Properties=species:S:1:pos:R:3 method="wB97M-V/def2-TZVPD" spin_multiplicity=1 relative_energy_kj_mol=25.5 homo_lumo_gap_ev=9.75
C -0.442 1.164 -0.586
C 1.023 -0.751 -0.859
C -1.042 0.166 0.381
N 0.588 0.546 -1.278
N 0.206 -1.275 -0.017
O -0.811 2.326 -0.613
O 2.112 -1.179 -1.209
I -3.063 -0.100 -0.017
H -0.996 0.229 1.456
H 1.210 1.077 -1.968
H 0.321 -1.854 0.779

=====

12
Properties=species:S:1:pos:R:3 method="wB97M-V/def2-TZVPD" spin_multiplicity=1 relative_energy_kj_mol=40.2 smiles="Nc1nc(=S)[nH]n1S" homo_lumo_gap_ev=8.34
N 1.082 1.648 0.009
C 0.133 0.718 -0.088
N -1.157 0.960 0.100
C -1.773 -0.253 0.048
S -3.358 -0.615 0.039
N -0.793 -1.263 -0.093
N 0.436 -0.592 -0.367
S 1.906 -1.356 0.065
H 0.813 2.606 0.081
H 2.008 1.495 -0.399
H -0.980 -2.017 -0.787
H 1.684 -1.330 1.391

=====

21
Properties=species:S:1:pos:R:3 method="wB97M-V/def2-TZVPD" spin_multiplicity=1 relative_energy_kj_mol=82.5 smiles=CCNCCCN homo_lumo_gap_ev=9.84
C 1.739 -2.240 0.709
C 0.978 -1.552 -0.395
N -0.037 -0.659 0.136
C -1.054 -0.240 -0.800
C -1.425 1.261 -0.766
C -0.380 2.159 -0.126
N -0.502 2.111 1.339
H 1.006 -2.725 1.346
H 2.400 -2.985 0.275
H 2.249 -1.501 1.325
H 1.652 -0.997 -1.018
H 0.539 -2.280 -1.099
H -0.447 -1.125 0.937
H -0.688 -0.444 -1.816
H -1.991 -0.814 -0.777
H -1.653 1.637 -1.762
H -2.337 1.382 -0.174
H 0.610 1.761 -0.384
H -0.484 3.199 -0.423
H -0.180 1.210 1.662
H 0.006 2.842 1.812

=====

58
Properties=species:S:1:pos:R:3 method="wB97M-V/def2-TZVPD" spin_multiplicity=1 relative_energy_kj_mol=506.6 smiles="NC(N)=O.NC(N)=O.CCO.CCO.CCO.CCO.CO" homo_lumo_gap_ev=9.43
N -2.217 1.657 1.707
C -3.442 1.346 1.584
N -4.191 2.348 1.919
O -3.865 0.037 1.273
H -1.553 0.915 1.416
H -1.909 2.518 2.219
H -5.183 2.089 1.939
H -3.795 3.289 2.130
N 2.398 0.204 -0.711
C 3.052 -0.839 -0.178
N 3.641 -1.581 -1.100
O 3.332 -1.089 1.166
H 1.876 0.811 0.011
H 2.400 0.425 -1.709
H 4.341 -2.270 -0.676
H 3.394 -1.634 -2.123
C -2.069 -1.166 -2.026
C -0.622 -1.073 -2.381
O 0.211 -1.604 -1.420
H -2.534 -0.398 -2.691
H -2.304 -1.085 -0.967
H -2.478 -2.135 -2.267
H -0.308 -0.037 -2.546
H -0.537 -1.632 -3.348
H 1.050 -1.079 -1.418
C 2.345 -5.162 -0.498
C 1.205 -4.322 -0.004
O 0.110 -4.298 -0.863
H 3.231 -5.062 0.183
H 2.477 -4.729 -1.490
H 2.152 -6.255 -0.614
H 1.433 -3.317 0.319
H 0.902 -4.865 0.842
H -0.148 -3.351 -1.046
C 1.975 3.554 2.443
C 1.273 2.187 2.249
O 0.953 1.974 0.861
H 2.822 3.668 1.757
H 2.413 3.572 3.437
H 1.287 4.399 2.310
H 0.280 2.277 2.667
H 1.802 1.407 2.771
H 0.451 2.744 0.540
C -1.399 2.880 -2.740
C -1.508 2.284 -1.392
O -1.403 3.213 -0.341
H -0.430 3.332 -2.886
H -2.163 3.621 -2.917
H -1.596 2.185 -3.515
H -0.652 1.608 -1.160
H -2.434 1.684 -1.286
H -1.776 2.758 0.447
C -0.333 -1.043 2.078
O -0.765 -0.358 0.881
H 0.143 -0.337 2.771
H 0.481 -1.760 1.737
H -1.172 -1.572 2.554
H -0.641 -0.932 0.104

=====

41
Properties=species:S:1:pos:R:3 method="wB97M-V/def2-TZVPD" spin_multiplicity=3 relative_energy_kj_mol=86.4 homo_lumo_gap_ev="5.75 / 5.92"
W -0.093 0.745 0.587
Cl 3.808 -4.300 3.302
C 2.495 -3.322 2.740
C 1.205 -3.696 3.019
C 0.125 -2.934 2.559
I -1.849 -3.472 2.952
C 0.324 -1.778 1.823
O -0.639 -1.027 1.346
C 1.665 -1.372 1.586
N 1.798 -0.180 0.918
C 3.025 0.216 0.606
C 4.164 -0.512 0.948
C 4.050 -1.681 1.657
C 2.767 -2.146 2.008
H 1.020 -4.590 3.597
H 3.114 1.148 0.064
H 5.134 -0.136 0.658
H 4.924 -2.249 1.942
O -4.788 -0.346 -4.397
C -3.976 -0.145 -3.542
S -4.298 0.805 -2.073
C -2.686 0.698 -1.399
C -1.769 0.008 -2.115
S -0.112 -0.171 -1.636
S -2.288 -0.698 -3.629
S -2.344 1.499 0.098
Se -1.108 0.914 5.203
C -0.630 1.186 3.585
N -0.278 1.373 2.464
N 2.096 4.858 -3.893
C 1.939 4.499 -2.814
C 1.802 4.079 -1.451
C 2.487 4.771 -0.450
C 2.320 4.328 0.850
C 1.529 3.231 1.107
N 0.875 2.534 0.141
C 1.007 2.997 -1.123
H 3.109 5.621 -0.692
H 2.800 4.836 1.674
H 1.397 2.872 2.116
H 0.452 2.473 -1.886

=====

9
Properties=species:S:1:pos:R:3 method="wB97M-V/def2-TZVPD" spin_multiplicity=1 relative_energy_kj_mol=290.4 homo_lumo_gap_ev=7.93
C 1.465 -0.595 -0.031
C -0.756 -0.310 0.319
P -0.814 1.453 0.081
S 2.561 0.524 -0.060
H 1.691 -1.702 0.032
H -0.632 -0.694 1.347
H -1.007 -0.975 -0.568
H -1.095 1.378 -1.236
H 0.575 1.895 -0.132

=====

11
Properties=species:S:1:pos:R:3 method="wB97M-V/def2-TZVPD" spin_multiplicity=1 relative_energy_kj_mol=164.5 smiles="On1c(F)c[nH]c1=S" homo_lumo_gap_ev=8.72
O 0.377 0.355 -2.078
N 0.212 0.175 -0.757
C 1.177 0.365 0.161
F 2.375 0.794 -0.138
C 0.650 0.030 1.374
N -0.705 -0.286 1.098
C -0.947 -0.322 -0.225
S -2.333 -0.686 -1.078
H -0.449 -0.020 -2.452
H 1.004 0.241 2.327
H -1.361 -0.646 1.768

=====

52
Properties=species:S:1:pos:R:3 method="wB97M-V/def2-TZVPD" spin_multiplicity=1 relative_energy_kj_mol=26.6 smiles="COCc1csc(C(=O)N2CCC[C@@H](NC(=O)c3ccc(Cl)c(N)c3)[C@@H]2C)c1" homo_lumo_gap_ev=8.58
C 0.079 4.276 7.514
O 0.582 3.569 6.403
C 0.356 2.179 6.520
C 0.843 1.501 5.280
C 1.821 0.546 5.251
S 2.134 -0.032 3.681
C 0.947 1.018 3.018
C 0.666 1.033 1.576
O -0.276 1.628 1.109
N 1.563 0.211 0.818
C 2.618 1.021 0.185
C 2.127 1.813 -1.019
C 1.524 0.860 -2.043
C 0.416 0.015 -1.418
N -0.060 -0.985 -2.361
C -1.013 -0.706 -3.285
O -1.556 0.382 -3.361
C -1.376 -1.833 -4.212
C -0.498 -2.864 -4.541
C -0.911 -3.855 -5.414
C -2.188 -3.822 -5.946
Cl -2.684 -5.076 -7.045
C -3.084 -2.796 -5.637
N -4.375 -2.786 -6.132
C -2.644 -1.801 -4.764
C 0.904 -0.691 -0.144
C -0.197 -1.485 0.547
C 0.343 1.774 3.983
H 0.286 5.331 7.350
H -1.003 4.134 7.620
H 0.565 3.956 8.444
H 0.875 1.778 7.400
H -0.718 1.993 6.658
H 2.369 0.158 6.096
H 3.043 1.678 0.949
H 3.411 0.331 -0.121
H 1.380 2.543 -0.702
H 2.962 2.367 -1.454
H 1.115 1.399 -2.899
H 2.303 0.187 -2.422
H -0.428 0.657 -1.164
H 0.318 -1.915 -2.319
H 0.515 -2.884 -4.163
H -0.244 -4.657 -5.698
H -4.828 -1.888 -6.139
H -4.533 -3.327 -6.966
H -3.298 -0.977 -4.507
H 1.700 -1.389 -0.444
H -0.553 -2.294 -0.090
H 0.180 -1.921 1.473
H -1.050 -0.847 0.779
H -0.426 2.499 3.757

=====

76
Properties=species:S:1:pos:R:3 method="wB97M-V/def2-TZVPD" spin_multiplicity=4 homo_lumo_gap_ev="7.17 / 7.37" charge=+1
V -0.641 0.224 -0.163
C -1.031 3.525 -1.099
N -0.935 2.978 0.252
C -0.049 3.818 1.048
C -2.241 2.759 0.806
C -2.846 3.617 1.710
C -4.098 3.331 2.233
C -4.758 2.178 1.852
C -4.178 1.319 0.937
C -2.932 1.602 0.378
N -2.306 0.763 -0.527
C -2.936 0.234 -1.618
C -4.275 0.400 -2.005
C -4.763 -0.248 -3.123
C -3.942 -1.056 -3.892
C -2.599 -1.174 -3.570
C -2.098 -0.529 -2.456
N -0.683 -0.479 -2.129
C -0.031 0.418 -3.084
C -0.062 -1.799 -2.203
H -1.341 4.580 -1.069
H -1.763 2.968 -1.683
H -0.056 3.477 -1.586
H -0.188 4.884 0.828
H 0.989 3.565 0.819
H -0.227 3.672 2.112
H -2.354 4.528 2.015
H -4.550 4.007 2.943
H -5.729 1.949 2.263
H -4.678 0.400 0.668
H -4.919 1.045 -1.429
H -5.798 -0.123 -3.399
H -4.332 -1.562 -4.760
H -1.960 -1.769 -4.204
H -0.116 0.027 -4.106
H 1.024 0.523 -2.825
H -0.512 1.394 -3.038
H -0.097 -2.222 -3.214
H -0.577 -2.481 -1.522
H 0.986 -1.701 -1.918
C -2.008 -2.107 3.734
O -0.913 -1.245 4.040
C -0.534 -0.377 3.096
O -1.097 -0.235 2.018
N 0.548 0.329 3.478
N 1.219 1.188 2.579
H -2.368 -2.471 4.694
H -1.662 -2.946 3.123
H -2.794 -1.565 3.207
H 1.049 0.072 4.318
H 1.137 2.150 2.914
H 0.716 1.128 1.680
O 1.449 0.076 -0.258
S 2.850 0.132 0.273
C 2.970 -1.267 1.405
C 4.161 -1.482 2.075
C 4.308 -2.628 2.837
C 3.267 -3.543 2.916
C 2.060 -3.291 2.282
C 1.907 -2.144 1.522
C 3.818 -0.686 -1.044
C 3.546 -1.985 -1.438
C 4.298 -2.551 -2.453
C 5.306 -1.825 -3.066
C 5.564 -0.522 -2.674
C 4.822 0.048 -1.652
H 4.970 -0.771 1.990
H 5.240 -2.819 3.348
H 3.401 -4.461 3.468
H 1.249 -4.000 2.356
H 0.978 -1.930 0.999
H 2.780 -2.566 -0.942
H 4.099 -3.566 -2.756
H 5.900 -2.278 -3.842
H 6.343 0.045 -3.155
H 5.023 1.053 -1.313

=====

8
Properties=species:S:1:pos:R:3 method="wB97M-V/def2-TZVPD" spin_multiplicity=3 relative_energy_kj_mol=371.2 homo_lumo_gap_ev="5.63 / 5.57" charge=-1
C 1.276 1.897 -0.828
N 0.964 0.874 -0.319
N 0.736 -0.216 0.169
N -1.504 -0.506 -0.176
N -0.387 -0.911 0.371
S -2.827 -1.389 0.104
S 0.002 -2.430 1.084
H 1.740 2.680 -0.405

=====

Number 1: total energy -104918.6458 eV. Number 2: total energy -9876.3588 eV. Number 3: total energy -39579.1419 eV. Number 4: total energy -8298.9212 eV. Number 5: total energy -7829.9860 eV. Number 6: total energy -18334.2537 eV. Number 7: total energy -29768.9133 eV. Number 8: total energy -8391.7643 eV. Number 9: total energy -32280.8134 eV. Number 10: total energy -161026.1831 eV. Number 11: total energy -22274.8948 eV. Number 12: total energy -21738.0305 eV. Number 13: total energy -55100.8742 eV. Number 14: total energy -81804.1679 eV. Number 15: total energy -28677.7456 eV.